1.
Entry from the OMol25 dataset: a structure of composition C6H15BNO3PPtS in a non-equilibrium geometry (ωB97M-V/def2-TZVPD).

Each line ends with the Löwdin charge.
Element x y z (Å)
C: 2.351 -1.883 0.464  -0.0822
O: 2.876 -0.681 -0.052  -0.1735
C: 2.236 -0.190 -1.187  -0.2003
C: 1.404 1.092 -0.906  -0.1061
C: 1.036 1.266 0.575  -0.1500
C: -0.447 1.559 0.747  -0.2559
C: -1.233 0.366 1.226  -0.1550
B: -2.239 -0.348 0.217  -0.6674
O: -3.082 -1.255 0.623  0.0403
N: -3.009 -2.683 -0.138  0.1759
O: -2.291 -3.342 0.384  0.2736
P: -2.222 0.175 -1.687  0.5445
S: -2.698 2.071 -1.651  0.4549
H: 2.701 -2.733 -0.114  0.1054
H: 1.256 -1.875 0.453  0.0702
H: 2.686 -1.983 1.487  0.1012
H: 1.625 -0.949 -1.675  0.1186
H: 2.999 0.088 -1.907  0.1383
H: 1.964 1.961 -1.226  0.1279
H: 0.525 1.078 -1.543  0.0675
H: 1.309 0.415 1.186  0.1069
H: 1.591 2.114 0.963  0.1374
H: -0.922 2.058 -0.123  0.0389
H: -0.483 2.429 1.583  0.1243
H: -0.576 -0.390 1.649  0.1215
H: -2.025 0.712 2.103  0.0956
H: -3.160 -0.656 -2.295  0.0142
H: -0.991 -0.152 -2.255  -0.0154
Pt: -1.183 1.735 3.099  0.9487

Values from the calculation:
Relative energy (zero: lowest compared OMol25 entry of this formula, charge and spin)   0.0 kcal per mole
Net charge   +2
Orbital gap   4.0 eV
Electronic energy   -38118.54792 eV



2.
Entry from the OMol25 dataset: a structure of composition C6H15Br9N6O3 in a non-equilibrium geometry (ωB97M-V/def2-TZVPD).

Each line ends with the Löwdin charge.
Element x y z (Å)
C: -0.277 2.042 1.966  -1.4068
Br: 0.348 1.841 0.085  0.6002
Br: -0.995 0.361 2.804  0.5875
Br: -1.757 3.412 2.138  0.5530
H: 0.512 2.396 2.630  -0.1397
C: 1.293 -2.287 1.613  -1.4753
Br: 1.378 -2.880 3.487  0.5324
Br: 1.081 -3.766 0.308  0.5855
Br: 3.072 -1.388 1.283  0.4591
H: 0.549 -1.496 1.512  -0.1127
C: 3.595 4.069 4.062  -1.5026
Br: 2.988 2.330 3.247  0.5649
Br: 5.454 3.960 4.428  0.5880
Br: 2.547 4.559 5.726  0.5084
H: 3.524 4.888 3.346  -0.0235
C: -4.157 1.396 -0.735  -0.8773
O: -4.318 2.564 -0.852  0.0612
N: -3.667 0.834 0.295  0.1601
N: -4.324 0.471 -1.603  0.1725
H: -3.534 1.389 1.128  0.0555
H: -3.048 0.095 -0.008  0.0501
H: -4.748 0.895 -2.416  0.1213
H: -4.421 -0.507 -1.370  0.1088
C: 2.202 -1.430 -2.699  -0.8041
O: 1.125 -2.013 -2.588  -0.0394
N: 3.198 -2.049 -3.208  0.1916
N: 2.405 -0.209 -2.405  0.2058
H: 4.024 -1.550 -3.506  0.1261
H: 2.903 -2.996 -3.401  0.1370
H: 3.254 0.146 -2.820  0.1263
H: 1.654 0.349 -2.025  0.0778
C: -1.939 -1.910 -0.982  -0.7556
O: -2.908 -1.906 -0.168  -0.0339
N: -1.009 -0.979 -1.036  0.1466
N: -1.640 -2.788 -1.851  0.1769
H: -0.363 -1.192 -1.782  0.0542
H: -0.874 -0.393 -0.224  -0.0033
H: -0.871 -2.667 -2.495  0.0902
H: -2.253 -3.590 -1.884  0.1332

Values from the calculation:
Orbital gap   7.9 eV
Electronic energy   -651930.09403 eV



> Among the records above, which one has the highest electronic energy?

C6H15BNO3PPtS